1.
The following is a DFT calculation (ωB97M-V/def2-TZVPD) of a molecular structure, C60H75N4O3PS3TeTi.

Geometry (Å):
Ti 0.63 0.45 0.81
C -0.42 1.47 -5.31
C -1.73 1.31 -4.53
C -2.45 0.06 -5.00
P -1.41 1.25 -2.68
C -0.72 2.95 -2.32
C -1.34 4.18 -2.97
C 0.80 2.86 -2.59
C -3.20 1.18 -2.19
C -4.13 2.11 -2.65
C -5.51 1.94 -2.56
C -6.47 2.99 -3.06
C -5.96 0.74 -2.01
C -5.08 -0.20 -1.52
C -3.69 0.01 -1.56
N -2.85 -0.93 -1.03
C -3.23 -2.26 -0.70
C -3.59 -2.62 0.60
C -3.60 -1.61 1.71
C -3.91 -3.95 0.86
C -3.89 -4.92 -0.12
C -4.24 -6.36 0.19
C -3.51 -4.55 -1.41
C -3.17 -3.23 -1.71
C -2.71 -2.85 -3.08
H -0.61 1.36 -6.39
H 0.30 0.71 -5.02
H 0.04 2.45 -5.16
H -2.37 2.17 -4.74
H -1.81 -0.82 -4.88
H -2.70 0.15 -6.06
H -3.37 -0.12 -4.44
H -0.84 3.06 -1.24
H -1.35 4.11 -4.07
H -0.74 5.05 -2.70
H -2.35 4.37 -2.63
H 1.36 2.91 -1.66
H 1.13 3.68 -3.24
H 1.10 1.92 -3.06
H -3.77 3.00 -3.15
H -5.93 3.83 -3.49
H -7.09 3.38 -2.25
H -7.14 2.59 -3.83
H -7.03 0.55 -1.95
H -5.46 -1.11 -1.07
H -4.38 -0.87 1.54
H -2.65 -1.08 1.76
H -3.78 -2.10 2.67
H -4.16 -4.23 1.88
H -4.35 -6.50 1.26
H -3.46 -7.04 -0.16
H -5.17 -6.65 -0.29
H -3.45 -5.29 -2.20
H -2.49 -3.74 -3.68
H -1.81 -2.23 -3.00
H -3.47 -2.26 -3.61
C 3.13 5.27 4.99
C 2.53 4.50 3.84
C 2.53 5.02 2.55
C 1.95 4.31 1.50
C 1.86 4.92 0.14
O 0.84 5.41 -0.29
C 3.10 4.91 -0.71
C 3.18 5.76 -1.81
C 4.29 5.72 -2.64
C 5.31 4.81 -2.39
C 5.23 3.95 -1.30
C 4.13 4.00 -0.46
C 1.45 3.03 1.72
O 0.97 2.32 0.71
C 1.42 2.48 3.02
C 1.96 3.24 4.05
C 0.76 1.17 3.18
N 1.35 0.03 2.55
C 2.73 -0.27 2.92
C 2.97 -1.76 3.15
Te 3.14 -3.04 1.44
C 5.19 -2.72 1.08
C 5.86 -1.56 1.47
C 7.19 -1.37 1.16
C 7.89 -2.32 0.42
C 7.23 -3.47 0.01
C 5.90 -3.67 0.34
C -0.39 1.02 4.01
C -1.07 2.12 4.60
C -2.21 1.95 5.36
C -2.75 0.69 5.59
C -2.10 -0.41 5.01
C -0.96 -0.25 4.26
H 3.57 6.21 4.65
H 3.92 4.69 5.48
H 2.38 5.51 5.75
H 2.95 6.00 2.37
H 2.36 6.43 -2.01
H 4.35 6.38 -3.50
H 6.17 4.77 -3.05
H 6.01 3.22 -1.12
H 4.04 3.32 0.37
H 1.94 2.83 5.05
H 2.94 0.23 3.87
H 3.44 0.13 2.19
H 2.12 -2.19 3.69
H 3.88 -1.94 3.73
H 5.32 -0.79 2.01
H 7.69 -0.45 1.47
H 8.93 -2.16 0.16
H 7.76 -4.22 -0.57
H 5.41 -4.58 0.02
H -0.70 3.13 4.43
H -2.70 2.83 5.78
H -3.65 0.56 6.18
H -2.50 -1.41 5.16
H -0.47 -1.11 3.82
C 3.90 -0.77 -2.68
C 2.74 -0.74 -1.72
S 2.80 0.49 -0.48
C 1.71 -1.60 -1.80
C 1.58 -2.65 -2.87
S 0.40 -1.57 -0.63
H 4.62 0.01 -2.42
H 3.58 -0.59 -3.72
H 4.43 -1.73 -2.66
H 2.46 -2.67 -3.52
H 0.70 -2.47 -3.49
H 1.47 -3.64 -2.42
C -0.56 -6.41 3.66
N -0.45 -6.17 2.23
C -0.39 -4.88 1.75
S -0.72 -3.53 2.67
N -0.07 -4.78 0.45
C -0.12 -5.87 -0.49
H -0.79 -7.47 3.81
H -1.37 -5.81 4.06
H 0.35 -6.15 4.20
H 0.12 -6.82 1.73
H -0.10 -3.83 0.08
H -1.08 -6.40 -0.45
H 0.69 -6.60 -0.33
H 0.01 -5.46 -1.49
C -3.27 1.73 1.74
C -1.89 1.87 1.13
O -1.23 0.63 0.97
H -3.70 2.73 1.88
H -3.23 1.23 2.71
H -3.94 1.18 1.07
H -1.29 2.53 1.77
H -1.99 2.36 0.16
H -1.98 -0.59 -0.62

Output
HOMO-LUMO gap: 4.1642 eV
Energy relative to the best compared isomer or geometry (same formula, charge and spin): 23.47 kJ/mol
Net charge: -2
Spin multiplicity: 1
DFT total energy: -5429.6890 Ha
HOMO: -0.552 eV

2.
The following is a DFT calculation (ωB97M-V/def2-TZVPD) of a molecular structure, C60H76As2BrKN3S2SbSi3.

Geometry (Å):
K 0.49 -0.11 -0.02
C -0.99 1.62 4.59
C -1.88 2.66 4.39
C -2.60 2.68 3.21
C -2.44 1.64 2.28
N -1.58 0.64 2.49
C -0.86 0.66 3.59
C -3.27 1.67 1.07
C -4.62 2.04 1.18
C -5.40 2.07 0.04
C -4.80 1.83 -1.18
C -3.42 1.55 -1.21
N -2.71 1.41 -0.10
C -2.69 1.50 -2.47
C -3.16 2.20 -3.59
C -2.40 2.24 -4.74
C -1.17 1.58 -4.74
C -0.80 0.89 -3.60
N -1.54 0.82 -2.51
H -0.41 1.54 5.50
H -2.01 3.44 5.13
H -3.27 3.49 2.99
H -0.15 -0.16 3.72
H -5.06 2.26 2.15
H -6.46 2.30 0.10
H -5.39 1.84 -2.08
H -4.10 2.73 -3.55
H -2.74 2.77 -5.61
H -0.52 1.60 -5.59
H 0.15 0.37 -3.55
S 0.86 2.77 1.11
C 2.11 3.30 2.15
C 2.41 4.66 2.29
C 3.43 5.09 3.10
C 4.19 4.17 3.82
C 3.91 2.82 3.69
C 2.87 2.37 2.89
As 2.55 0.47 2.56
C 2.98 -0.21 4.36
C 2.48 0.47 5.47
C 2.57 -0.06 6.75
C 3.18 -1.29 6.95
C 3.69 -1.97 5.86
C 3.57 -1.45 4.59
C 4.28 0.27 1.69
C 5.47 -0.02 2.35
C 6.66 -0.11 1.66
C 6.69 0.11 0.29
C 5.52 0.44 -0.37
C 4.33 0.53 0.33
H 1.82 5.37 1.72
H 3.65 6.15 3.18
H 5.01 4.51 4.45
H 4.51 2.10 4.24
H 2.01 1.44 5.32
H 2.17 0.49 7.59
H 3.24 -1.72 7.95
H 4.18 -2.93 6.01
H 3.96 -2.01 3.75
H 5.47 -0.19 3.42
H 7.58 -0.36 2.19
H 7.62 0.02 -0.25
H 5.53 0.63 -1.44
H 3.42 0.79 -0.20
C -2.38 -4.45 5.72
Si -1.76 -2.76 5.00
C -3.00 -1.50 5.79
C -0.13 -2.37 5.94
As -1.39 -2.56 2.66
Si -0.65 -4.79 2.30
C -0.54 -5.10 0.42
C -1.54 -6.40 2.93
C 1.06 -4.87 3.18
Si -3.64 -2.57 1.96
C -3.66 -2.43 0.06
C -4.60 -1.07 2.69
C -4.73 -4.12 2.38
H -2.82 -4.33 6.71
H -1.56 -5.15 5.82
H -3.12 -4.90 5.07
H -2.86 -1.45 6.86
H -4.03 -1.77 5.60
H -2.83 -0.51 5.39
H -0.20 -2.62 7.00
H 0.11 -1.32 5.86
H 0.71 -2.92 5.53
H -1.53 -5.31 0.01
H 0.10 -5.93 0.16
H -0.15 -4.21 -0.08
H -2.61 -6.35 2.77
H -1.37 -6.58 3.98
H -1.18 -7.26 2.38
H 1.41 -3.86 3.38
H 1.82 -5.35 2.57
H 1.00 -5.40 4.13
H -3.09 -1.56 -0.26
H -4.66 -2.34 -0.36
H -3.19 -3.31 -0.39
H -4.87 -0.37 1.91
H -3.97 -0.53 3.39
H -5.51 -1.36 3.21
H -4.18 -5.03 2.15
H -5.65 -4.14 1.80
H -5.00 -4.15 3.43
C -1.88 -5.24 -4.30
C -1.80 -4.52 -2.97
Sb -1.34 -2.33 -2.90
C -0.01 -2.42 -4.65
C -0.64 -2.15 -6.00
C -3.20 -1.62 -3.87
C -4.18 -2.64 -4.39
H -1.90 -6.32 -4.14
H -1.01 -5.01 -4.91
H -2.77 -4.97 -4.85
H -1.01 -4.96 -2.37
H -2.74 -4.65 -2.42
H 0.46 -3.41 -4.64
H 0.78 -1.69 -4.45
H -1.44 -2.86 -6.21
H 0.10 -2.22 -6.79
H -1.06 -1.14 -6.02
H -2.92 -0.94 -4.67
H -3.68 -1.02 -3.10
H -3.76 -3.18 -5.24
H -5.10 -2.16 -4.73
H -4.44 -3.37 -3.62
Br 5.27 -5.70 -0.66
C 3.86 -4.39 -0.38
C 3.80 -3.71 0.81
C 2.74 -2.83 1.01
C 1.73 -2.59 0.07
C 1.90 -3.29 -1.13
C 2.93 -4.19 -1.38
H 4.55 -3.86 1.58
H 2.69 -2.31 1.96
H 1.19 -3.15 -1.94
H 3.00 -4.71 -2.32
S 2.24 -0.27 -2.63
C 3.44 -0.03 -3.83
C 3.98 -1.13 -4.51
C 4.89 -0.96 -5.52
C 5.31 0.31 -5.89
C 4.81 1.41 -5.20
C 3.89 1.25 -4.19
H 3.65 -2.12 -4.22
H 5.29 -1.83 -6.03
H 6.03 0.45 -6.69
H 5.16 2.41 -5.46
H 3.50 2.11 -3.65

Output
HOMO-LUMO gap: 4.9845 eV
Energy relative to the best compared isomer or geometry (same formula, charge and spin): 0.00 kJ/mol
Net charge: -2
Spin multiplicity: 1
DFT total energy: -12046.9092 Ha
HOMO: -1.562 eV